Arrangement one

Formula: C3H5N3
Source: the Open Molecules 2025 dataset
Level of theory: ωB97M-V with the def2-TZVPD basis set

Computed properties:
LUMO (eV): 0.71
SMILES: Cc1c[nH]nn1
Frontier orbital gap (eV): 10.2
HOMO (hartree): -0.347

```
! wB97M-V def2-TZVPD RIJCOSX def2/J DEFGRID3
* xyz 0 1
N -0.27127 -0.11199 -1.61269
N -0.70010 0.57924 -0.57438
N 0.57967 -0.97471 -1.00078
C -0.43607 0.87462 1.80140
C 0.83480 -0.69013 0.33938
C -0.18033 0.24086 0.63568
H -0.90897 0.30433 2.63232
H 1.50426 -1.23683 0.92402
H 0.40410 1.39154 2.09353
H 1.51149 -1.29585 -1.74633
H -1.07932 1.83693 1.75275
*
```

Löwdin population analysis, charges in e, atoms 1 to 2:
1 N -0.015
2 N 0.015

Arrangement two

Formula: C3H5N3
Source: the Open Molecules 2025 dataset
Level of theory: ωB97M-V with the def2-TZVPD basis set

Computed properties:
LUMO (eV): 0.86
Frontier orbital gap (eV): 10.0
HOMO (hartree): -0.334

```
! wB97M-V def2-TZVPD RIJCOSX def2/J DEFGRID3
* xyz 0 1
N 1.08561 -0.32305 -1.44058
N -1.55795 1.28231 -1.71316
N -1.72349 0.53637 -0.74607
C -1.68582 -0.09156 0.27325
C 1.64134 -0.38575 1.11624
C 1.32662 -0.34366 -0.31009
H -1.80117 -1.16080 0.37288
H 1.67458 -1.42412 1.45592
H -2.45590 1.68595 -1.98614
H 0.87900 0.15038 1.68839
H 2.61718 0.07394 1.28937
*
```

Löwdin population analysis, charges in e, atoms 1 to 2:
1 N 0.135
2 N 0.085

Quick ranking, most stable first: arrangement one, arrangement two.